1.
The following is a DFT calculation (ωB97M-V/def2-TZVPD) of a 12-piece molecular cluster, C29H82O22S12 overall in a non-equilibrium geometry.

The value obtained for the energy is -206456.081 eV. The energy above the lowest of the compared OMol25 structures with the same formula, charge and spin comes out at 485.3 kJ/mol. Its HOMO energy is -8.30 eV. The largest force on an atom is 0.100 Eh/bohr. As for the orbital gap: 8.38 eV.

Geometry as ORCA input:
```
! wB97M-V def2-TZVPD RIJCOSX def2/J DEFGRID3
* xyz 0 1
O 0.9570 -1.4557 1.5919
S -0.4508 -1.4644 1.2755
O -1.4148 -0.4938 1.7873
O -0.4560 -1.1681 -0.3688
C -0.0748 0.1728 -0.7508
C -0.5263 0.4519 -2.2517
C -1.2120 -3.1858 1.1911
H 1.0066 0.1178 -0.6258
H -0.3018 0.9168 0.0128
H -0.3785 -0.3804 -2.9399
H -0.0087 1.2635 -2.7630
H -1.6119 0.5387 -2.2954
H -0.7495 -3.6927 0.3442
H -2.2975 -3.1802 1.0912
H -0.9716 -3.6695 2.1378
O 3.8062 -3.0111 -8.7955
S 4.5332 -2.9529 -7.5717
O 5.7223 -2.1426 -7.2885
O 3.4402 -2.6356 -6.2892
C 3.4915 -1.3269 -5.8804
C 2.4697 -1.1138 -4.7150
C 4.9971 -4.7547 -7.1162
H 3.3970 -0.5630 -6.6522
H 4.5014 -1.0914 -5.5444
H 2.9095 -1.3760 -3.7527
H 1.5754 -1.7311 -4.8005
H 2.0496 -0.1173 -4.5786
H 4.0526 -5.2151 -6.8263
H 5.5981 -4.6754 -6.2103
H 5.4780 -5.1539 -8.0092
O -3.8362 0.7907 6.9977
S -3.6090 0.8442 5.5781
O -3.9757 -0.3320 4.7608
O -4.4105 2.1027 4.9472
C -4.6520 3.1656 5.8496
C -5.0340 4.4121 4.8375
C -1.9488 1.4602 5.1665
H -3.9548 3.6016 6.5650
H -5.5679 2.9486 6.3991
H -5.3549 5.3694 5.2482
H -5.8638 4.1207 4.1936
H -4.1616 4.6735 4.2385
H -2.0311 2.5470 5.1813
H -1.6147 1.0497 4.2136
H -1.3450 1.0705 5.9860
O 3.8284 -2.2354 5.0035
S 4.2531 -0.8914 4.6775
O 5.4997 -0.7013 3.9974
O 3.0928 -0.0691 3.8305
C 3.1361 1.3219 3.6702
C 1.7685 1.6749 2.9208
C 4.2015 0.1170 6.2677
H 4.0039 1.5893 3.0674
H 3.0906 2.0059 4.5176
H 1.0934 1.1942 3.6289
H 1.7014 1.1222 1.9837
H 1.5494 2.7352 2.7954
H 3.3724 0.7975 6.0734
H 5.1551 0.6441 6.2362
H 4.1739 -0.4851 7.1758
O -1.0443 4.8313 0.1416
S -2.3026 4.3064 0.5937
O -2.4731 3.6692 1.9056
O -3.4849 5.5009 0.4428
C -3.5101 6.3774 -0.5953
C -4.9544 6.6827 -0.8873
C -2.8969 3.0155 -0.6583
H -2.9818 6.0574 -1.4934
H -2.8710 7.2294 -0.3634
H -5.3796 7.3747 -0.1604
H -5.6197 5.8270 -1.0030
H -4.9837 7.1896 -1.8518
H -2.4327 2.1248 -0.2348
H -2.4613 3.2939 -1.6179
H -3.9868 3.0219 -0.6474
C -5.0853 4.3963 -5.4478
S -4.3151 3.9905 -3.7929
O -5.0039 2.7496 -3.3596
C -2.8282 3.2331 -4.5215
H -4.9682 3.6109 -6.1945
H -4.4173 5.1371 -5.8871
H -6.1196 4.6859 -5.2618
H -3.1870 2.4681 -5.2102
H -2.3052 2.7048 -3.7244
H -2.1825 3.8800 -5.1154
C 5.5091 -4.3728 3.3735
S 4.7432 -4.8983 1.7994
O 5.5675 -4.3086 0.6993
C 3.4367 -3.5661 1.9613
H 4.8388 -4.4050 4.2324
H 6.0074 -3.4120 3.2448
H 6.3160 -4.9687 3.8002
H 3.8216 -2.5812 2.2257
H 2.7081 -3.9364 2.6824
H 2.7975 -3.5127 1.0800
C -6.6780 -3.3388 3.3040
S -5.4513 -4.5902 2.7408
O -5.4035 -4.2141 1.2662
C -4.0983 -3.7476 3.5570
H -6.4772 -3.0957 4.3474
H -7.6814 -3.6818 3.0521
H -6.6435 -2.4178 2.7221
H -3.2511 -4.4109 3.3826
H -4.1420 -3.7370 4.6460
H -3.9111 -2.7432 3.1772
C -4.3583 -0.7933 0.3869
S -3.3352 -0.8495 -1.1806
O -3.3054 -2.2571 -1.7842
C -4.4150 0.0312 -2.4316
H -4.8638 -1.7572 0.3273
H -4.9765 0.0960 0.5095
H -3.6427 -0.7468 1.2078
H -3.8685 0.1886 -3.3615
H -4.6882 0.9850 -1.9803
H -5.2655 -0.6073 -2.6705
C 2.8376 2.6473 -0.2837
S 2.9421 3.2906 -2.0235
O 2.4480 2.3197 -3.0454
C 1.7473 4.7498 -1.8910
H 3.7980 2.7435 0.2227
H 2.5162 1.6241 -0.0894
H 2.2195 3.3943 0.2143
H 1.7715 5.4837 -2.6965
H 2.1238 5.2902 -1.0225
H 0.7207 4.4338 -1.7056
C 4.1868 -0.7512 -0.7151
S 5.9167 -0.0817 -0.7255
O 5.6223 1.3247 -0.1230
C 6.3654 -1.1852 0.6915
H 4.2252 -1.8262 -0.8913
H 3.6017 -0.3498 -1.5426
H 3.7203 -0.7778 0.2697
H 7.0007 -2.0415 0.4654
H 5.4324 -1.4092 1.2087
H 7.0808 -0.6523 1.3178
C 1.6781 -4.7771 -1.7504
S 2.8006 -4.4691 -3.2247
O 4.1387 -4.4254 -2.5474
C 2.7470 -6.0941 -4.0161
H 1.7858 -4.0084 -0.9852
H 1.9544 -5.5987 -1.0895
H 0.6258 -4.7509 -2.0334
H 3.6589 -6.6894 -3.9691
H 2.8219 -5.9338 -5.0916
H 1.9260 -6.7445 -3.7143
*
```

2.
The following is a DFT calculation (ωB97M-V/def2-TZVPD) of a 19-piece molecular cluster, C29H83N2O18PS overall in a non-equilibrium geometry.

The value obtained for the energy is -91355.945 eV. Its HOMO energy is -8.27 eV. The largest force on an atom is 0.146 Eh/bohr. As for the orbital gap: 6.80 eV.

Geometry as ORCA input:
```
! wB97M-V def2-TZVPD RIJCOSX def2/J DEFGRID3
* xyz 0 1
C -2.2935 3.1755 -3.6805
C -1.4936 3.5251 -2.4723
C -2.1878 3.8918 -0.9958
C -1.7942 2.5928 -0.0201
C -1.8614 1.1005 -0.7100
C -1.4406 -0.2329 0.1770
C -1.0014 0.0110 1.7376
P -0.5248 -1.5500 2.7917
S -1.1137 -3.1897 1.8623
C -0.9414 1.5256 2.4293
N -0.4780 1.5969 3.8565
C -0.4413 3.0057 4.3769
C -0.8800 4.2880 3.4757
N -1.3259 4.2694 2.0399
C -1.3282 2.8453 1.5619
H -3.2237 3.7879 -4.0456
H -1.9788 2.1729 -4.2467
H -0.3101 3.5150 -2.4978
H -1.5976 4.8457 -0.5877
H -3.3416 4.0761 -1.0697
H -2.1923 0.8873 -1.8282
H -1.4705 -1.2908 -0.3588
H 0.8940 -1.6588 3.0197
H -1.2226 -1.5405 4.0625
H -0.0980 3.1686 5.4991
H -0.8388 5.3560 4.0068
C 1.0114 -0.1927 -3.0768
O 1.0405 -0.1553 -1.6618
H 1.7289 -0.9382 -3.4274
H 0.0091 -0.4677 -3.4143
H 1.2849 0.7881 -3.4738
H 0.3943 0.5145 -1.3802
C -5.6673 6.0453 -2.7930
O -4.8256 5.4086 -3.7367
H -5.5873 5.5235 -1.8365
H -5.3536 7.0843 -2.6662
H -6.7023 6.0060 -3.1416
H -4.9176 5.8932 -4.5747
C 3.2469 -3.7255 3.0809
O 2.0818 -3.3493 3.7918
H 3.9822 -2.9206 3.1526
H 3.6632 -4.6364 3.5179
H 2.9956 -3.8942 2.0309
H 1.4480 -4.0823 3.7104
C 6.5785 -2.1628 1.5566
O 6.4352 -3.5342 1.2357
H 6.0638 -1.9627 2.4993
H 7.6388 -1.9217 1.6645
H 6.1342 -1.5541 0.7651
H 6.9016 -3.6814 0.3953
C 0.6792 -4.0546 -2.7046
O 0.7952 -3.8006 -4.0925
H 1.2612 -3.3095 -2.1572
H -0.3700 -3.9848 -2.4070
H 1.0665 -5.0519 -2.4821
H 0.2687 -4.4769 -4.5519
C -4.2817 1.9909 4.2949
O -3.6924 0.7118 4.1503
H -5.1605 1.9065 4.9384
H -3.5623 2.6748 4.7519
H -4.5853 2.3662 3.3145
H -2.9158 0.8181 3.5748
C -3.4751 -4.4332 -3.2615
O -2.8942 -4.8509 -2.0399
H -2.9372 -4.9014 -4.0892
H -4.5235 -4.7399 -3.2912
H -3.3998 -3.3465 -3.3491
H -3.3920 -4.4198 -1.3244
C -3.0087 -8.5546 -2.2595
O -4.2016 -7.9413 -2.7127
H -3.2414 -9.5575 -1.8941
H -2.2979 -8.6261 -3.0864
H -2.5800 -7.9632 -1.4466
H -3.9638 -7.0537 -3.0306
C -1.9911 6.9403 6.3074
O -2.0178 5.6259 5.7820
H -1.4329 7.5848 5.6242
H -3.0128 7.3152 6.4055
H -1.4987 6.9339 7.2829
H -2.5193 5.0775 6.4092
C -2.2132 -1.6975 -5.8676
O -2.3564 -3.0689 -6.1885
H -2.7278 -1.4975 -4.9249
H -1.1529 -1.4565 -5.7597
H -2.6574 -1.0888 -6.6591
H -1.8900 -3.2162 -7.0289
C 4.7476 -4.2143 6.3733
O 5.8640 -4.8139 5.7421
H 4.8166 -4.3810 7.4508
H 4.7476 -3.1402 6.1722
H 3.8276 -4.6666 5.9949
H 5.7754 -4.6496 4.7878
C 4.2953 -2.4048 -3.2540
O 4.3243 -2.3675 -1.8391
H 5.0128 -3.1504 -3.6046
H 3.2930 -2.6798 -3.5916
H 4.5687 -1.4241 -3.6510
H 3.6782 -1.6977 -1.5574
C 0.8643 1.5192 -6.1264
O 0.7211 0.1478 -6.4473
H 0.3497 1.7193 -5.1837
H 1.9247 1.7603 -6.0185
H 0.4201 2.1279 -6.9179
H 1.1875 0.0006 -7.2877
C -0.8234 7.0148 -4.0369
O -1.9885 7.3909 -3.3260
H -0.0881 7.8196 -3.9652
H -0.4071 6.1038 -3.5999
H -1.0747 6.8461 -5.0869
H -2.6222 6.6579 -3.4074
C 0.1198 -7.9180 0.4028
O -1.0731 -7.3048 -0.0503
H -0.1129 -8.9209 0.7682
H 0.8306 -7.9896 -0.4241
H 0.5485 -7.3267 1.2157
H -0.8353 -6.4172 -0.3683
C 0.7517 4.2697 8.3752
O 1.1080 4.1595 7.0094
H -0.1396 3.6655 8.5598
H 1.5723 3.9043 8.9973
H 0.5369 5.3144 8.6135
H 1.9013 4.7058 6.8759
C 2.7705 3.5584 -8.6516
O 2.6272 2.1870 -8.9724
H 2.2559 3.7585 -7.7089
H 3.8308 3.7995 -8.5437
H 2.3262 4.1671 -9.4431
H 3.0936 2.0398 -9.8129
C 2.8917 0.8335 9.7420
O 1.8663 1.6747 10.2374
H 3.8528 1.1784 10.1303
H 2.7142 -0.1925 10.0733
H 2.9050 0.8780 8.6502
H 1.0261 1.3444 9.8762
*
```